(1)
Here is a cluster of 26 separate species, C72H190N42O26 in total from the OMol25 dataset. Energies are from ωB97M-V/def2-TZVPD.

Values from the calculation:
**LUMO level**: -0.43 eV
**E_HOMO**: -7.7 eV
**ΔE to the lowest compared entry with this formula, charge and spin**: 12.687 eV

ORCA input file:
```
! wB97M-V def2-TZVPD RIJCOSX def2/J DEFGRID3
* xyz 0 1
C 8.33 -1.20 -2.04
C 7.90 -1.22 -0.56
C 7.72 0.24 -0.09
C 6.43 0.98 -0.52
C 5.18 0.11 -0.18
C 5.35 -1.40 -0.64
N 6.64 -1.98 -0.24
O 6.71 -3.38 -0.36
C 4.26 -2.17 0.05
C 5.13 -1.49 -2.22
C 9.03 -1.84 0.25
H 8.16 -2.15 -2.54
H 9.41 -1.07 -2.10
H 7.79 -0.48 -2.67
H 7.93 0.43 0.97
H 8.54 0.78 -0.56
H 6.30 1.22 -1.57
H 6.35 1.93 0.01
H 4.34 0.53 -0.73
H 5.12 0.04 0.91
H 3.28 -1.69 0.03
H 4.18 -3.16 -0.40
H 4.38 -2.39 1.12
H 5.72 -0.90 -2.91
H 5.18 -2.55 -2.47
H 4.17 -0.99 -2.34
H 9.14 -2.82 -0.22
H 8.72 -2.15 1.25
H 9.97 -1.29 0.33
H 6.88 -3.69 0.53
C -1.35 2.80 0.04
C -1.79 1.30 0.28
C -2.69 0.75 -0.79
C -1.94 0.53 -2.20
C -0.73 -0.46 -1.87
C 0.15 -0.25 -0.65
N -0.65 0.35 0.47
O 0.01 0.60 1.68
C 0.65 -1.59 -0.11
C 1.36 0.70 -1.01
C -2.74 1.29 1.59
H -0.96 3.19 0.98
H -2.22 3.42 -0.20
H -0.59 2.92 -0.73
H -3.21 -0.18 -0.59
H -3.57 1.37 -0.96
H -1.59 1.45 -2.68
H -2.60 -0.06 -2.84
H -0.17 -0.29 -2.79
H -1.01 -1.51 -1.97
H 1.37 -1.52 0.71
H -0.06 -2.36 0.16
H 1.12 -2.13 -0.93
H 1.90 1.01 -0.11
H 2.16 0.13 -1.49
H 1.19 1.53 -1.68
H -2.14 1.32 2.50
H -3.45 0.46 1.63
H -3.32 2.21 1.56
H 0.34 1.49 1.57
C 5.62 -9.69 -3.03
C 5.51 -8.13 -2.94
C 6.67 -7.44 -3.74
C 6.55 -5.92 -3.96
C 5.14 -5.59 -4.48
C 3.96 -6.16 -3.58
N 4.17 -7.61 -3.34
O 3.11 -8.23 -2.67
C 3.89 -5.28 -2.29
C 2.72 -6.15 -4.42
C 5.87 -7.84 -1.47
H 4.79 -10.07 -2.44
H 6.67 -9.90 -2.82
H 5.40 -10.01 -4.05
H 7.56 -7.71 -3.18
H 6.77 -7.84 -4.75
H 7.30 -5.59 -4.69
H 6.79 -5.36 -3.06
H 4.93 -5.88 -5.51
H 5.11 -4.50 -4.45
H 3.73 -5.92 -1.42
H 4.85 -4.83 -2.03
H 3.03 -4.62 -2.23
H 1.76 -6.15 -3.90
H 2.65 -5.16 -4.87
H 2.73 -6.91 -5.20
H 5.85 -6.76 -1.33
H 6.85 -8.23 -1.20
H 5.12 -8.22 -0.77
H 2.40 -8.29 -3.32
C 3.37 0.64 6.29
C 3.72 0.37 4.79
C 4.41 1.63 4.14
C 5.96 1.66 4.36
C 6.47 0.30 3.82
C 5.92 -0.94 4.60
N 4.46 -0.87 4.58
O 3.84 -1.99 5.16
C 6.39 -2.21 3.90
C 6.59 -0.98 6.10
C 2.41 0.16 3.96
H 4.25 0.94 6.86
H 3.18 -0.27 6.87
H 2.59 1.34 6.59
H 4.09 1.93 3.14
H 4.13 2.51 4.72
H 6.25 1.82 5.40
H 6.32 2.38 3.63
H 7.55 0.41 3.95
H 6.29 0.09 2.77
H 6.05 -3.11 4.40
H 6.13 -2.34 2.85
H 7.47 -2.33 3.84
H 6.09 -0.27 6.77
H 6.38 -1.91 6.63
H 7.66 -0.81 6.17
H 1.78 1.05 3.95
H 1.72 -0.52 4.46
H 2.59 -0.23 2.96
H 3.22 -2.36 4.54
C -7.55 3.87 0.20
C -8.21 3.29 1.46
C -9.64 2.74 0.98
C -9.70 1.40 0.28
C -8.73 0.42 0.99
C -7.26 0.90 1.40
N -7.34 2.26 2.06
O -6.15 2.73 2.61
C -6.64 -0.27 2.26
C -6.40 0.93 0.09
C -8.45 4.52 2.46
H -6.47 4.01 0.29
H -7.95 4.87 0.05
H -7.78 3.38 -0.75
H -10.29 2.91 1.84
H -9.97 3.34 0.13
H -9.32 1.53 -0.74
H -10.71 1.04 0.10
H -8.64 -0.52 0.44
H -9.24 0.10 1.90
H -6.10 -1.01 1.67
H -5.92 0.01 3.04
H -7.33 -0.93 2.79
H -5.48 1.40 0.43
H -6.06 -0.01 -0.34
H -6.60 1.52 -0.81
H -9.15 5.19 1.97
H -7.53 5.07 2.69
H -8.91 4.31 3.42
H -6.26 2.65 3.56
C 1.13 -3.81 -8.65
C 0.22 -2.89 -7.81
C 0.60 -3.04 -6.27
C 0.05 -1.92 -5.31
C 0.46 -0.54 -5.84
C 0.09 -0.26 -7.39
N 0.48 -1.44 -8.20
O 0.36 -1.24 -9.60
C -1.39 -0.02 -7.41
C 0.67 1.09 -7.88
C -1.27 -3.28 -7.94
H 1.75 -3.31 -9.40
H 0.60 -4.51 -9.30
H 1.86 -4.32 -8.03
H 0.19 -3.97 -5.88
H 1.69 -3.09 -6.21
H 0.20 -1.99 -4.24
H -1.03 -2.08 -5.34
H 1.55 -0.57 -5.80
H 0.04 0.23 -5.19
H -1.56 0.96 -6.97
H -1.82 -0.05 -8.42
H -1.82 -0.71 -6.69
H 1.75 1.15 -7.77
H 0.49 1.35 -8.93
H 0.43 1.89 -7.17
H -1.80 -2.71 -8.71
H -1.82 -3.22 -7.00
H -1.29 -4.30 -8.31
H 1.29 -1.12 -9.80
O -3.49 3.71 -4.44
H -3.69 4.26 -3.68
H -2.58 3.93 -4.65
O -4.90 -3.12 -2.22
H -5.76 -3.05 -2.63
H -4.32 -2.60 -2.78
C -1.34 6.11 6.69
O -2.39 6.43 6.17
N -0.93 4.85 6.90
N -0.42 7.01 6.85
H -1.43 4.06 6.51
H -0.01 4.67 7.27
H 0.53 6.69 6.96
H -0.62 7.76 6.21
C -3.66 -3.97 1.34
O -3.54 -4.60 2.34
N -3.53 -2.67 1.47
N -3.78 -4.65 0.24
H -3.80 -2.39 2.40
H -3.71 -2.00 0.74
H -3.80 -5.65 0.39
H -3.86 -4.14 -0.63
C -5.21 5.63 -2.15
O -6.21 5.65 -2.75
N -4.83 4.52 -1.60
N -4.45 6.63 -1.91
H -5.58 3.84 -1.61
H -4.00 4.18 -1.15
H -3.62 6.69 -1.34
H -4.82 7.53 -2.19
C 5.19 -5.62 3.78
O 6.01 -5.94 4.62
N 5.29 -5.44 2.49
N 3.93 -5.46 4.13
H 6.23 -5.62 2.19
H 4.54 -5.17 1.86
H 3.76 -5.48 5.13
H 3.37 -4.90 3.51
C -2.59 5.01 3.05
O -1.39 4.97 3.14
N -3.37 4.42 3.89
N -3.22 5.54 2.04
H -4.37 4.42 3.79
H -3.04 3.66 4.47
H -4.18 5.77 2.23
H -2.62 6.05 1.40
C -5.24 -1.70 5.25
O -6.20 -2.16 4.80
N -5.12 -0.58 5.92
N -4.02 -2.21 5.04
H -5.67 0.23 5.70
H -4.27 -0.45 6.45
H -4.02 -3.18 4.77
H -3.18 -1.66 4.92
C -1.62 1.41 5.83
O -2.00 2.49 5.41
N -0.63 0.62 5.38
N -2.29 0.80 6.76
H 0.00 0.96 4.67
H -0.37 -0.18 5.93
H -3.02 1.32 7.23
H -1.96 -0.05 7.19
C 1.83 -5.53 0.93
O 2.83 -5.07 1.42
N 1.73 -6.55 0.19
N 0.60 -5.11 0.97
H 0.83 -6.92 -0.07
H 2.63 -6.98 0.03
H 0.54 -4.10 1.06
H -0.22 -5.58 0.60
C -0.34 -3.04 3.86
O 0.50 -2.67 4.68
N -0.83 -4.27 3.78
N -0.83 -2.25 2.93
H -1.43 -4.62 3.04
H -0.73 -4.94 4.53
H -0.44 -1.32 2.91
H -1.33 -2.64 2.15
C 3.96 3.92 -0.68
O 3.38 3.33 -1.58
N 4.18 3.24 0.44
N 4.23 5.19 -0.75
H 4.53 3.74 1.25
H 4.32 2.24 0.41
H 3.91 5.67 -1.58
H 4.70 5.64 0.03
C 2.53 8.01 1.08
O 1.93 7.01 0.70
N 3.80 8.08 1.40
N 1.89 9.12 1.43
H 4.23 8.90 1.81
H 4.27 7.19 1.47
H 0.90 9.23 1.26
H 2.36 9.86 1.94
C -1.41 -7.61 -1.30
O -1.07 -7.14 -0.21
N -0.77 -8.46 -2.05
N -2.46 -7.19 -1.89
H -1.25 -8.83 -2.86
H 0.15 -8.64 -1.69
H -2.84 -6.36 -1.46
H -2.71 -7.61 -2.77
C -5.32 0.15 -4.45
O -5.22 0.32 -3.25
N -5.94 -0.81 -5.09
N -5.01 1.04 -5.41
H -6.23 -1.57 -4.48
H -5.94 -0.96 -6.08
H -4.61 1.95 -5.20
H -5.34 0.83 -6.34
C -8.06 2.70 -4.53
O -9.05 2.01 -4.72
N -7.42 3.34 -5.49
N -7.51 3.22 -3.41
H -6.57 3.86 -5.32
H -7.70 3.09 -6.42
H -7.88 2.74 -2.60
H -7.03 4.10 -3.30
C 0.39 4.01 -3.31
O -0.65 4.33 -3.80
N 1.23 3.10 -3.61
N 0.90 4.71 -2.32
H 2.10 2.99 -3.10
H 1.03 2.51 -4.40
H 1.65 4.36 -1.74
H 0.27 5.42 -1.98
C -1.47 7.39 -0.02
O -2.64 7.56 -0.14
N -0.92 7.42 1.11
N -0.61 7.04 -0.95
H 0.01 7.03 1.10
H -1.49 7.55 1.94
H 0.36 6.99 -0.66
H -0.94 7.05 -1.91
C -6.16 5.40 5.71
O -5.55 6.44 5.72
N -5.65 4.14 5.72
N -7.43 5.31 5.58
H -4.65 4.00 5.71
H -6.24 3.34 5.90
H -7.87 4.40 5.68
H -7.92 6.18 5.50
C 2.05 4.52 3.54
O 3.24 4.55 3.71
N 1.47 4.07 2.45
N 1.12 4.91 4.44
H 0.53 4.39 2.28
H 1.97 3.58 1.72
H 0.16 4.94 4.14
H 1.52 5.45 5.20
*
```

Löwdin atomic charge list, values in e, 99 entries:
1 C -0.033
2 C -0.484
3 C -0.124
4 C -0.160
5 C -0.122
6 C -0.449
7 N -0.103
8 O -0.016
9 C -0.035
10 C 0.003
11 C -0.039
12 H 0.080
13 H 0.082
14 H 0.066
15 H 0.108
16 H 0.113
17 H 0.107
18 H 0.085
19 H 0.086
20 H 0.102
21 H 0.054
22 H 0.061
23 H 0.084
24 H 0.063
25 H 0.062
26 H 0.064
27 H 0.079
28 H 0.078
29 H 0.094
30 H 0.086
31 C 0.015
32 C -0.429
33 C -0.141
34 C -0.086
35 C -0.123
36 C -0.441
37 N -0.097
38 O -0.041
39 C -0.048
40 C -0.008
41 C 0.002
42 H 0.055
43 H 0.063
44 H 0.062
45 H 0.097
46 H 0.097
47 H 0.097
48 H 0.083
49 H 0.083
50 H 0.106
51 H 0.073
52 H 0.056
53 H 0.084
54 H 0.068
55 H 0.063
56 H 0.052
57 H 0.063
58 H 0.059
59 H 0.066
60 H 0.067
61 C -0.028
62 C -0.471
63 C -0.129
64 C -0.168
65 C -0.113
66 C -0.462
67 N -0.115
68 O -0.025
69 C -0.012
70 C -0.062
71 C -0.048
72 H 0.075
73 H 0.085
74 H 0.075
75 H 0.110
76 H 0.115
77 H 0.108
78 H 0.097
79 H 0.113
80 H 0.108
81 H 0.046
82 H 0.052
83 H 0.085
84 H 0.078
85 H 0.072
86 H 0.097
87 H 0.064
88 H 0.086
89 H 0.082
90 H 0.079
91 C -0.024
92 C -0.435
93 C -0.127
94 C -0.141
95 C -0.140
96 C -0.442
97 N -0.108
98 O -0.002
99 C -0.045

(2)
Here is a cluster of 4 separate species, C37H77FNO12P in total from the OMol25 dataset. Energies are from ωB97M-V/def2-TZVPD.

Values from the calculation:
**LUMO level**: 0.31 eV
**E_HOMO**: -8.1 eV
**SMILES**: C#CCCC[C@H](OC[C@H](CC(=O)N(C)C)OCP(CC)CC)[C@@H](C)F.COCCOCCOC.COCCOCCOC.COCCOCCOC

ORCA input file:
```
! wB97M-V def2-TZVPD RIJCOSX def2/J DEFGRID3
* xyz 0 1
C 7.39 3.96 0.53
C 7.76 2.69 -0.01
C 7.88 1.37 -1.00
C 7.01 1.55 -2.42
C 5.44 1.34 -2.01
C 4.67 0.13 -2.81
O 3.44 -0.17 -2.02
C 2.35 -0.64 -2.90
C 0.92 -0.23 -2.16
C -0.24 -1.36 -2.52
C -0.67 -2.20 -1.14
O 0.09 -3.28 -0.86
N -1.83 -1.78 -0.23
C -3.13 -2.43 -0.70
C -2.04 -0.28 -0.26
O 0.49 1.15 -2.41
C 0.20 1.40 -3.83
P -1.53 2.17 -4.13
C -2.40 2.64 -2.46
C -2.71 4.26 -2.55
C -2.66 0.98 -5.15
C -1.74 0.35 -6.40
C 5.51 -1.27 -2.92
C 6.19 -1.49 -4.43
F 6.48 -1.51 -1.81
H 7.38 5.09 0.89
H 7.33 0.48 -0.42
H 8.99 1.04 -1.18
H 7.27 2.63 -2.84
H 7.45 0.76 -3.15
H 5.30 1.25 -0.83
H 4.88 2.35 -2.32
H 4.45 0.50 -3.90
H 2.38 -1.82 -2.93
H 2.42 -0.28 -4.01
H 1.06 -0.32 -0.97
H -1.18 -0.91 -3.06
H 0.25 -2.13 -3.28
H -3.33 -2.27 -1.86
H -3.17 -3.59 -0.46
H -4.00 -1.87 -0.11
H -2.91 -0.01 0.51
H -1.05 0.31 0.03
H -2.39 0.02 -1.35
H 0.34 0.47 -4.53
H 0.99 2.21 -4.22
H -1.62 2.47 -1.60
H -3.38 1.99 -2.29
H -3.74 4.49 -2.02
H -2.73 4.52 -3.71
H -1.87 4.84 -1.98
H -2.94 0.08 -4.42
H -3.63 1.50 -5.56
H -2.39 0.12 -7.36
H -0.79 1.02 -6.61
H -1.30 -0.68 -5.97
H 4.71 -2.15 -2.84
H 5.41 -1.15 -5.26
H 7.15 -0.84 -4.60
H 6.41 -2.63 -4.65
C 1.09 -1.53 1.88
O 1.39 -1.09 3.19
C 2.73 -0.64 3.35
C 2.78 0.64 4.19
O 2.26 1.81 3.55
C 0.84 1.84 3.33
C -0.01 1.92 4.61
O 0.02 0.68 5.31
C 0.10 0.83 6.72
H 1.45 -2.55 1.74
H 0.00 -1.52 1.75
H 1.52 -0.87 1.12
H 3.21 -0.46 2.39
H 3.28 -1.44 3.87
H 3.84 0.86 4.38
H 2.33 0.50 5.17
H 0.53 1.02 2.69
H 0.66 2.76 2.76
H -1.05 2.11 4.34
H 0.35 2.74 5.23
H 0.82 1.60 7.00
H 0.44 -0.11 7.15
H -0.89 1.08 7.12
C 0.67 -8.68 -0.80
O -0.52 -7.92 -0.94
C -0.32 -6.66 -1.58
C -1.43 -6.38 -2.60
O -1.40 -7.21 -3.77
C -1.73 -8.60 -3.58
C -3.18 -8.87 -3.18
O -3.41 -8.48 -1.83
C -4.68 -7.86 -1.65
H 1.23 -8.32 0.07
H 0.39 -9.72 -0.63
H 1.29 -8.63 -1.69
H 0.65 -6.62 -2.08
H -0.34 -5.90 -0.80
H -1.29 -5.36 -2.96
H -2.42 -6.40 -2.13
H -1.02 -9.07 -2.91
H -1.56 -9.06 -4.57
H -3.37 -9.95 -3.24
H -3.85 -8.36 -3.88
H -4.90 -7.14 -2.44
H -4.65 -7.31 -0.70
H -5.46 -8.62 -1.59
C -1.39 5.37 2.85
O -2.62 5.38 3.56
C -2.64 4.47 4.66
C -3.30 5.11 5.89
O -2.54 6.16 6.50
C -2.40 7.39 5.76
C -3.70 8.17 5.56
O -4.56 7.51 4.63
C -5.93 7.55 5.01
H -1.36 4.52 2.16
H -1.33 6.30 2.27
H -0.53 5.34 3.53
H -1.63 4.14 4.93
H -3.22 3.60 4.35
H -3.40 4.34 6.65
H -4.31 5.44 5.67
H -1.89 7.20 4.81
H -1.72 8.01 6.35
H -3.47 9.16 5.14
H -4.19 8.30 6.53
H -6.07 7.34 6.07
H -6.46 6.77 4.44
H -6.36 8.53 4.75
*
```

Löwdin atomic charge list, values in e, 99 entries:
1 C 0.030
2 C -0.096
3 C -0.219
4 C -0.182
5 C -0.130
6 C -0.248
7 O -0.167
8 C -0.128
9 C -0.234
10 C -0.044
11 C -0.238
12 O -0.040
13 N -0.200
14 C -0.101
15 C -0.119
16 O -0.229
17 C -0.386
18 P 0.935
19 C -0.428
20 C -0.205
21 C -0.437
22 C -0.194
23 C -0.207
24 C -0.068
25 F -0.094
26 H 0.048
27 H 0.108
28 H 0.111
29 H 0.120
30 H 0.091
31 H 0.134
32 H 0.130
33 H 0.149
34 H 0.134
35 H 0.134
36 H 0.148
37 H 0.100
38 H 0.129
39 H 0.099
40 H 0.105
41 H 0.105
42 H 0.117
43 H 0.107
44 H 0.074
45 H 0.083
46 H 0.112
47 H 0.065
48 H 0.084
49 H 0.074
50 H 0.052
51 H 0.076
52 H 0.061
53 H 0.086
54 H 0.076
55 H 0.068
56 H 0.072
57 H 0.151
58 H 0.092
59 H 0.073
60 H 0.087
61 C -0.109
62 O -0.200
63 C -0.181
64 C -0.170
65 O -0.124
66 C -0.160
67 C -0.196
68 O -0.201
69 C -0.105
70 H 0.093
71 H 0.076
72 H 0.070
73 H 0.123
74 H 0.124
75 H 0.128
76 H 0.109
77 H 0.107
78 H 0.118
79 H 0.111
80 H 0.120
81 H 0.086
82 H 0.089
83 H 0.087
84 C -0.113
85 O -0.207
86 C -0.184
87 C -0.171
88 O -0.130
89 C -0.167
90 C -0.190
91 O -0.207
92 C -0.110
93 H 0.088
94 H 0.088
95 H 0.084
96 H 0.124
97 H 0.111
98 H 0.120
99 H 0.107

(3)
Here is an isolated molecule of C7H10NP from the OMol25 dataset. Energies are from ωB97M-V/def2-TZVPD.

Values from the calculation:
**LUMO level (alpha / beta)**: -0.34 / -0.34 eV
**E_HOMO (alpha / beta)**: -7.7 / -7.8 eV
**SMILES**: C=C\C=C/N=P/C=C/C
**ΔE to the lowest compared entry with this formula, charge and spin**: 2.223 eV

ORCA input file:
```
! wB97M-V def2-TZVPD RIJCOSX def2/J DEFGRID3
* xyz 0 1
C 0.36 -2.86 0.62
C 0.48 -3.30 -0.65
C 1.52 -2.70 -1.63
C 1.96 -1.45 -1.55
N 1.58 -0.47 -0.80
P 0.87 -0.28 0.61
C -0.11 1.23 0.37
C -0.34 2.06 1.41
C -1.02 3.38 1.32
H -0.41 -3.23 1.38
H 1.31 -2.39 1.08
H -0.26 -3.93 -1.04
H 1.96 -3.36 -2.33
H 2.79 -1.21 -2.23
H -0.61 1.39 -0.58
H 0.18 1.89 2.35
H -1.87 3.27 0.55
H -1.28 3.71 2.32
H -0.23 4.10 0.98
*
```

How positive or negative is each atom? The Löwdin charges in e answer that:
1 C -0.153
2 C -0.156
3 C -0.099
4 C -0.354
5 N -0.248
6 P 0.993
7 C -0.339
8 C -0.275
9 C -0.115
10 H 0.081
11 H 0.014
12 H 0.059
13 H 0.068
14 H 0.110
15 H 0.066
16 H 0.079
17 H 0.109
18 H 0.061
19 H 0.097

Max |F|, respectively: 7.69; 9.61; 4.64 eV/Å.